[1]
Formula: C7H16ClIO3PPb
Source: the OMol25 dataset
Level of theory: wB97M-V/def2-TZVPD

LUMO (spin up / spin down)   -0.6051 / -0.5625 Ha
2S+1   1
Energy above the lowest of the compared OMol25 structures with the same formula, charge and spin   148.5 kJ/mol
Orbital gap (spin up / spin down)   4.7 / 6.0 eV
Charge   +3

CARTESIAN COORDINATES (ANGSTROEM)
C (-0.384, -2.395, -0.524)
C (0.687, -1.415, -0.818)
H (-0.038, -3.370, -0.902)
H (-1.337, -2.145, -0.995)
H (-0.549, -2.540, 0.549)
O (1.894, -1.743, -0.779)
I (1.119, 2.869, 1.203)
Pb (-0.027, 0.158, 1.696)
P (0.189, 0.464, -1.514)
C (1.803, 1.018, -2.128)
C (-0.383, -0.445, -2.992)
H (-1.801, 1.900, -1.554)
H (-0.774, 2.216, -2.982)
H (-0.377, 2.916, -1.373)
C (-0.777, 2.045, -1.895)
H (-1.401, -0.806, -2.818)
H (-0.373, 0.233, -3.838)
H (1.654, 1.328, -3.163)
H (2.507, 0.190, -2.084)
H (0.284, -1.289, -3.191)
H (2.158, 1.854, -1.528)
C (2.650, -0.008, 0.896)
O (3.700, -0.197, 0.505)
Cl (-2.308, 0.384, 0.597)
C (-1.715, -0.215, 5.005)
O (-0.543, -0.040, 4.203)
H (-2.412, -0.880, 4.504)
H (-2.214, 0.734, 5.130)
H (-1.427, -0.522, 6.011)
H (0.197, -0.298, 4.780)

---

[2]
Formula: C7H16F7N3O13S5Sn
Source: the OMol25 dataset
Level of theory: wB97M-V/def2-TZVPD

LUMO   -0.1357 Ha
2S+1   1
Energy above the lowest of the compared OMol25 structures with the same formula, charge and spin   152.7 kJ/mol
Orbital gap   5.6 eV

CARTESIAN COORDINATES (ANGSTROEM)
Sn (-0.909, -0.861, -0.996)
N (0.171, -0.496, -3.513)
S (0.121, 0.577, -4.696)
O (-0.764, 0.324, -5.771)
O (1.335, 1.262, -4.987)
F (-0.763, 1.601, -3.799)
S (1.216, -1.563, -4.165)
O (2.606, -1.380, -3.938)
O (0.814, -2.095, -5.417)
F (0.811, -2.743, -3.162)
N (0.526, -3.224, -0.345)
S (-0.088, -4.684, 0.173)
O (-0.246, -4.774, 1.582)
O (0.271, -5.865, -0.516)
F (-1.543, -4.274, -0.332)
S (2.039, -3.560, -0.200)
O (2.663, -4.136, -1.335)
O (2.504, -3.924, 1.097)
F (2.603, -2.024, -0.354)
C (-0.737, 2.574, 4.943)
O (0.628, 2.447, 4.597)
C (1.148, 3.603, 3.956)
C (0.664, 3.682, 2.520)
N (0.771, 2.362, 1.797)
H (0.068, 1.801, 2.300)
H (0.264, 2.347, 0.908)
C (2.077, 1.643, 1.735)
C (1.936, 0.286, 1.026)
O (1.654, 0.426, -0.341)
C (2.703, 0.862, -1.219)
H (-1.013, 1.660, 5.463)
H (-1.436, 2.772, 4.123)
H (-0.908, 3.381, 5.665)
H (2.231, 3.480, 3.966)
H (0.890, 4.448, 4.598)
H (1.296, 4.328, 1.906)
H (-0.336, 4.096, 2.403)
H (2.501, 1.500, 2.724)
H (2.679, 2.281, 1.087)
H (1.089, -0.271, 1.437)
H (2.894, -0.209, 1.193)
H (2.889, 1.933, -1.139)
H (2.487, 0.484, -2.215)
H (3.637, 0.355, -0.958)
C (-5.930, -0.706, -1.013)
F (-5.810, -0.933, 0.312)
F (-7.207, -0.863, -1.307)
F (-5.478, 0.520, -1.295)
S (-4.907, -1.933, -1.964)
O (-5.399, -3.232, -1.597)
O (-5.206, -1.621, -3.338)
O (-3.503, -1.662, -1.601)

---

[3]
Formula: C7H16FN3O
Source: the OMol25 dataset
Level of theory: wB97M-V/def2-TZVPD

LUMO   -0.1196 Ha
2S+1   1
Orbital gap   2.4 eV

CARTESIAN COORDINATES (ANGSTROEM)
C (-1.794, -0.345, -0.629)
C (-0.465, -1.194, -0.179)
F (-0.346, -2.394, -1.059)
N (0.848, -0.424, -0.313)
C (0.798, 0.914, 0.391)
C (0.549, 0.739, 2.036)
C (1.880, -0.109, 2.576)
N (2.045, -1.449, 1.886)
C (1.869, -1.351, 0.381)
N (2.617, -2.164, -0.459)
H (-2.714, -1.099, -0.625)
H (-2.038, 0.511, 0.142)
H (-1.575, 0.106, -1.691)
H (-0.515, -1.604, 0.926)
H (1.867, 1.437, 0.303)
H (0.038, 1.687, -0.080)
H (-0.455, 0.192, 2.289)
H (0.540, 1.821, 2.518)
H (1.874, -0.168, 3.757)
H (2.815, 0.550, 2.238)
H (1.439, -2.192, 2.309)
H (3.363, -1.828, -1.110)
H (2.359, -3.195, -0.474)
C (-3.007, 2.307, -2.990)
O (-3.257, 2.133, -1.701)
H (-2.415, 1.528, -3.500)
H (-3.875, 2.380, -3.668)
H (-2.446, 3.212, -3.278)

---

[4]
Formula: C7H16N
Source: the OMol25 dataset
Level of theory: wB97M-V/def2-TZVPD

LUMO   -0.1223 Ha
2S+1   1
Energy above the lowest of the compared OMol25 structures with the same formula, charge and spin   230.7 kJ/mol
Structure (SMILES)   C=C(C)[C@@H]([NH3+])C(C)C
Orbital gap   10.2 eV
Charge   +1

CARTESIAN COORDINATES (ANGSTROEM)
C (-2.200, 0.163, -1.405)
C (-0.957, -0.250, -1.388)
C (-0.046, 0.119, -2.539)
C (-0.254, -0.744, 0.093)
N (0.745, -1.869, -0.052)
C (0.458, 0.490, 0.758)
C (-0.541, 1.561, 1.243)
C (1.289, 0.039, 2.010)
H (-2.932, -0.071, -0.641)
H (-2.413, 0.896, -2.227)
H (-0.516, -0.323, -3.507)
H (0.018, 1.245, -2.856)
H (0.934, -0.264, -2.371)
H (-1.067, -0.863, 0.825)
H (1.344, -1.737, 0.768)
H (1.131, -1.711, -0.910)
H (0.399, -2.818, -0.070)
H (1.025, 0.982, -0.066)
H (-0.018, 2.384, 1.585)
H (-1.131, 1.184, 2.154)
H (-1.267, 1.763, 0.502)
H (1.721, 0.881, 2.672)
H (0.748, -0.650, 2.544)
H (2.235, -0.394, 1.768)

---

[5]
Formula: C7H16N
Source: the OMol25 dataset
Level of theory: wB97M-V/def2-TZVPD

LUMO   -0.2676 Ha
2S+1   1
Energy above the lowest of the compared OMol25 structures with the same formula, charge and spin   623.7 kJ/mol
Orbital gap   5.4 eV
Charge   +1

CARTESIAN COORDINATES (ANGSTROEM)
C (0.554, 0.006, -2.226)
C (1.755, 0.494, -1.227)
C (1.923, -0.113, 0.248)
C (0.628, -0.468, 1.002)
C (-0.150, 0.767, 1.224)
C (-0.688, 1.358, 2.293)
C (-1.931, 2.236, 2.365)
N (0.548, -1.432, -2.223)
H (0.726, 0.524, -3.262)
H (-0.368, 0.370, -1.788)
H (1.653, 1.620, -1.144)
H (2.675, 0.329, -1.875)
H (2.627, -0.995, 0.235)
H (2.339, 0.664, 0.958)
H (0.122, -1.288, 0.373)
H (1.000, -1.012, 1.898)
H (-3.453, -4.394, -1.047)
H (-0.161, 1.405, 3.242)
H (-1.724, 3.342, 1.952)
H (-2.110, 2.360, 3.392)
H (-2.792, 1.755, 1.927)
H (-0.433, -1.771, -2.417)
H (-3.874, -3.863, -0.941)
H (1.135, -1.892, -2.959)

---

[6]
Formula: C7H16N
Source: the OMol25 dataset
Level of theory: wB97M-V/def2-TZVPD

LUMO   -0.2831 Ha
2S+1   1
Energy above the lowest of the compared OMol25 structures with the same formula, charge and spin   616.5 kJ/mol
Orbital gap   4.6 eV
Charge   +1

CARTESIAN COORDINATES (ANGSTROEM)
C (-0.751, 1.970, -0.683)
C (0.675, 1.458, -0.441)
C (1.013, 0.884, 0.939)
C (0.117, -0.267, 1.337)
C (-0.061, -1.298, 0.263)
C (0.314, -2.572, 0.342)
C (0.299, -3.591, -0.715)
N (-1.136, 3.218, -0.056)
H (-0.827, 2.156, -1.750)
H (-1.476, 1.220, -0.332)
H (0.768, 0.627, -1.182)
H (1.255, 2.352, -0.693)
H (1.123, 1.686, 1.707)
H (2.044, 0.512, 0.922)
H (-0.866, 0.090, 1.672)
H (0.591, -0.698, 2.232)
H (-1.520, -1.738, -2.909)
H (0.301, -3.047, 1.334)
H (0.961, -4.447, -0.681)
H (-0.738, -3.945, -0.518)
H (0.195, -3.094, -1.670)
H (-1.248, 4.047, -0.614)
H (-1.419, -1.507, -3.601)
H (-0.680, 3.419, 0.820)

---

no.,strongest force on any atom (eV/Å)
1,6.36
2,6.03
3,2.92
4,3.84
5,5.43
6,5.66